[1]
{"formula": "C2H10N3", "method": "ωB97M-V with the def2-TZVPD basis set", "symbols": ["C", "C", "N", "N", "N", "H", "H", "H", "H", "H", "H", "H", "H", "H", "H"], "positions_angstrom": [[0.2161, 3.0824, 0.6523], [0.3601, 1.6739, 0.5608], [-0.4203, -0.7368, -1.6127], [-1.0890, 0.1920, -1.1421], [-0.3079, -2.8955, -0.1670], [0.7675, 3.6174, 1.4298], [0.2357, 3.6101, -0.3017], [-0.8563, 3.0571, 0.9433], [0.7637, 1.1589, 1.4337], [0.0905, -0.6674, -2.5021], [-0.3596, -1.7049, -0.9784], [-1.1343, 1.0480, -1.7069], [-1.2039, -3.3719, -0.1949], [0.4085, -3.5331, -0.4967], [-0.1121, -2.6587, 0.7997]], "atomic_forces_ev_per_a": [[0.630, 0.575, 0.407], [-0.298, -0.883, -1.225], [-0.276, 0.265, -0.163], [0.150, -0.384, 0.452], [-0.088, 0.006, 0.068], [-0.111, 0.083, 0.022], [-0.152, -0.024, -0.012], [-0.206, 0.002, 0.125], [-0.015, 0.288, 0.440], [-0.081, 0.381, 0.140], [-0.025, 0.187, -0.221], [0.399, -0.162, -0.223], [0.047, -0.107, 0.043], [-0.012, -0.118, 0.101], [0.037, -0.108, 0.046]], "orbital_gap_ev": [7.8, 7.8], "total_energy_ev": -6694.554, "e_above_lowest_kcal_mol": 149.5, "e_homo_ev": [-12.265, -12.264], "charge": 1, "lumo_energy_ev": [-4.5, -4.5], "fmax_ev_per_a": 1.54}

---

[2]
{"formula": "C2H10N3", "method": "ωB97M-V with the def2-TZVPD basis set", "symbols": ["C", "N", "H", "H", "H", "H", "H", "H", "N", "C", "N", "H", "H", "H", "H"], "positions_angstrom": [[-1.1135, -1.3836, -1.7659], [0.1862, -0.8277, -1.2295], [-0.9015, -2.3148, -2.2850], [-1.7902, -1.5305, -0.9168], [-1.5650, -0.6519, -2.4286], [0.7808, -0.5846, -2.0251], [0.6662, -1.5657, -0.7064], [0.1833, 0.0436, -0.5994], [0.3621, 0.5625, 2.4651], [0.7500, 1.4984, 1.5965], [0.3549, 1.4873, 0.3403], [0.5483, 0.7140, 3.4574], [-0.4007, -0.0633, 2.2029], [1.4901, 2.1968, 1.9815], [0.4489, 2.4196, -0.0870]], "atomic_forces_ev_per_a": [[-0.514, 0.479, 0.653], [0.496, 0.238, 0.160], [-0.021, 0.067, 0.059], [0.194, -0.200, -0.281], [0.114, -0.019, -0.126], [0.168, -0.128, 0.010], [0.093, 0.028, -0.195], [-0.644, -1.264, -1.105], [-0.430, 1.415, -1.265], [0.549, -0.933, 1.999], [-0.126, 0.504, -0.033], [0.190, -0.312, 0.041], [0.088, -0.130, 0.272], [-0.050, 0.330, -0.078], [-0.108, -0.075, -0.111]], "orbital_gap_ev": [12.9, 8.3], "total_energy_ev": -6686.982, "multiplicity": 2, "s2": 0.776, "e_above_lowest_kcal_mol": 1.1, "e_homo_ev": [-21.888, -21.607], "charge": 2, "lumo_energy_ev": [-9.0, -13.3], "fmax_ev_per_a": 2.27}